Entry from the Open Molecules 2025 dataset: a cluster of 15 separate species, C60H165N15O15 in total (the ωB97M-V functional and the def2-TZVPD basis).

Positions of all 255 atoms, in Å:
C -19.118 16.904 1.941
C -19.262 15.625 2.819
C -20.013 14.492 2.150
O -20.055 13.476 3.118
C -20.695 12.242 2.842
N -17.900 15.241 3.039
H -18.368 16.728 1.170
H -18.790 17.765 2.524
H -20.071 17.209 1.509
H -19.755 15.923 3.744
H -19.567 14.189 1.203
H -21.022 14.787 1.863
H -21.673 12.382 2.383
H -20.721 11.754 3.816
H -20.226 11.646 2.059
H -17.972 14.263 3.278
H -17.478 15.709 3.828
C -17.445 7.431 5.827
C -17.712 5.948 6.326
C -19.160 5.682 6.750
O -19.458 4.270 6.942
C -18.655 3.565 7.872
N -17.402 5.085 5.199
H -17.577 8.173 6.614
H -18.001 7.695 4.927
H -16.419 7.746 5.637
H -16.995 5.609 7.074
H -19.784 6.154 5.991
H -19.463 6.216 7.650
H -18.533 4.054 8.838
H -17.645 3.457 7.475
H -18.954 2.598 8.275
H -17.984 5.365 4.423
H -17.578 4.130 5.478
C -17.580 11.837 6.505
C -16.825 11.454 5.245
C -15.991 12.612 4.653
O -15.442 12.129 3.366
C -14.889 13.152 2.585
N -15.924 10.404 5.730
H -18.121 12.779 6.412
H -16.856 12.087 7.281
H -18.117 10.985 6.923
H -17.555 11.050 4.543
H -15.189 12.948 5.310
H -16.648 13.474 4.541
H -15.740 13.638 2.108
H -14.296 12.672 1.807
H -14.340 13.918 3.133
H -15.423 9.995 4.954
H -15.174 10.857 6.234
C -18.115 16.250 6.746
C -16.980 17.279 6.767
C -15.934 17.156 5.639
O -16.553 17.369 4.345
C -15.604 17.553 3.341
N -17.584 18.619 6.914
H -18.799 16.488 7.561
H -17.766 15.275 7.089
H -18.693 16.176 5.825
H -16.572 17.021 7.744
H -15.438 16.188 5.700
H -15.114 17.861 5.778
H -15.037 16.665 3.063
H -14.931 18.402 3.454
H -16.199 17.798 2.461
H -17.999 18.849 6.022
H -16.965 19.417 6.934
C -15.924 12.696 -5.580
C -15.468 11.767 -4.519
C -16.477 11.561 -3.432
O -16.296 12.644 -2.447
C -17.294 12.763 -1.406
N -15.059 10.461 -5.065
H -16.753 12.281 -6.152
H -15.129 12.820 -6.316
H -16.232 13.706 -5.306
H -14.582 12.127 -3.997
H -16.386 10.603 -2.920
H -17.489 11.496 -3.832
H -17.681 11.837 -0.980
H -18.139 13.282 -1.857
H -16.876 13.356 -0.592
H -14.627 9.988 -4.284
H -14.315 10.653 -5.720
C -11.944 9.064 4.734
C -12.730 10.333 4.418
C -11.885 11.647 4.466
O -11.317 12.096 5.707
C -12.059 11.951 6.916
N -13.397 10.325 3.214
H -12.535 8.176 4.511
H -11.664 9.233 5.774
H -11.029 9.098 4.142
H -13.495 10.283 5.193
H -12.269 12.476 3.873
H -11.054 11.421 3.798
H -13.099 12.230 6.743
H -11.648 12.471 7.782
H -12.072 10.903 7.214
H -14.021 9.542 3.083
H -14.011 11.106 3.034
C -9.356 15.793 -2.565
C -8.507 14.788 -1.827
C -9.407 13.715 -1.114
O -10.271 14.292 -0.140
C -11.143 13.375 0.577
N -7.762 14.107 -2.885
H -9.864 16.467 -1.875
H -9.999 15.336 -3.318
H -8.684 16.451 -3.116
H -7.820 15.282 -1.140
H -8.755 13.025 -0.578
H -9.915 13.188 -1.922
H -11.712 14.106 1.151
H -10.681 12.712 1.308
H -11.924 12.854 0.023
H -7.051 14.762 -3.178
H -7.331 13.224 -2.648
C -13.503 6.816 2.056
C -14.732 6.783 2.976
C -15.986 7.484 2.406
O -15.625 8.905 2.368
C -16.652 9.717 1.761
N -15.127 5.409 3.332
H -12.747 6.194 2.535
H -13.145 7.833 1.897
H -13.620 6.319 1.093
H -14.502 7.232 3.942
H -16.748 7.420 3.183
H -16.343 7.038 1.478
H -16.249 10.695 1.500
H -17.523 9.917 2.386
H -17.015 9.373 0.793
H -15.658 4.981 2.586
H -15.795 5.408 4.090
C -12.328 15.561 5.942
C -10.897 15.558 5.454
C -10.838 15.733 3.962
O -11.173 17.016 3.551
C -11.642 17.062 2.209
N -10.218 16.631 6.230
H -12.940 14.698 5.680
H -12.841 16.467 5.621
H -12.342 15.380 7.016
H -10.544 14.576 5.766
H -11.462 14.969 3.497
H -9.808 15.479 3.711
H -12.123 18.039 2.156
H -12.400 16.341 1.904
H -10.813 17.073 1.502
H -10.579 17.502 5.870
H -9.257 16.651 5.920
C -18.019 12.491 10.124
C -18.296 12.770 11.533
C -17.280 12.065 12.497
O -17.183 10.565 12.489
C -16.284 10.127 13.491
N -18.179 14.200 11.658
H -18.659 13.129 9.515
H -18.227 11.440 9.922
H -16.987 12.770 9.909
H -19.333 12.463 11.670
H -17.383 12.444 13.513
H -16.332 12.517 12.207
H -16.631 10.344 14.501
H -15.341 10.673 13.461
H -16.046 9.099 13.218
H -17.379 14.540 11.143
H -17.929 14.424 12.610
C -21.845 14.103 10.642
C -22.336 14.786 9.361
C -21.734 14.023 8.085
O -22.301 12.642 7.957
C -21.599 11.772 7.188
N -23.776 14.903 9.432
H -22.208 14.777 11.418
H -20.765 14.030 10.765
H -22.246 13.093 10.725
H -22.003 15.823 9.397
H -20.646 14.023 8.023
H -22.075 14.515 7.174
H -20.925 12.246 6.474
H -22.291 11.072 6.720
H -20.985 11.223 7.902
H -24.117 13.992 9.706
H -23.997 15.403 10.281
C -14.528 15.543 0.492
C -14.228 15.492 -1.068
C -13.014 16.375 -1.354
O -12.946 16.875 -2.727
C -13.899 17.942 -2.922
N -13.971 14.159 -1.583
H -15.518 15.121 0.666
H -14.634 16.552 0.890
H -13.762 15.017 1.062
H -15.027 15.821 -1.732
H -12.049 15.906 -1.165
H -13.013 17.258 -0.715
H -14.740 17.941 -2.229
H -14.258 17.918 -3.951
H -13.257 18.816 -2.811
H -13.412 14.329 -2.407
H -14.825 13.711 -1.886
C -14.213 5.659 7.979
C -13.282 6.281 8.974
C -13.892 7.668 9.476
O -13.608 8.788 8.629
C -14.682 9.728 8.622
N -13.010 5.352 10.112
H -14.333 6.317 7.118
H -15.206 5.539 8.411
H -13.953 4.650 7.659
H -12.300 6.435 8.527
H -13.386 7.969 10.394
H -14.926 7.513 9.781
H -14.507 10.573 7.956
H -14.904 10.076 9.630
H -15.578 9.200 8.295
H -13.851 5.369 10.671
H -13.005 4.372 9.870
C -24.657 8.746 5.665
C -23.865 7.860 4.808
C -22.378 7.975 5.312
O -21.765 9.251 5.101
C -20.363 9.091 5.078
N -24.374 6.477 4.786
H -24.417 9.808 5.610
H -24.578 8.338 6.673
H -25.726 8.562 5.557
H -23.888 8.257 3.793
H -21.801 7.226 4.770
H -22.263 7.729 6.368
H -19.986 8.383 5.816
H -19.826 10.031 5.206
H -20.071 8.666 4.117
H -24.753 6.213 5.684
H -25.241 6.521 4.269
C -21.144 9.217 9.860
C -21.097 8.162 10.914
C -19.647 7.882 11.312
O -18.783 7.235 10.289
C -17.894 8.185 9.601
N -21.947 8.577 12.034
H -20.745 10.134 10.293
H -22.154 9.477 9.543
H -20.619 8.980 8.935
H -21.518 7.192 10.650
H -19.595 7.160 12.126
H -19.064 8.710 11.714
H -17.129 8.471 10.323
H -18.346 9.106 9.232
H -17.249 7.792 8.815
H -21.608 9.518 12.175
H -21.758 8.066 12.885

Computed properties:
HOMO-LUMO gap in Ha: 0.312

Atom charges from the Löwdin analysis, given in e for atoms 1 to 4: number 1, C, carries -0.05; number 2, C, carries -0.42; number 3, C, carries -0.20; number 4, O, carries -0.20

---

Entry from the Open Molecules 2025 dataset: a structure of composition C60H34ClI4MgN6O (the ωB97M-V functional and the def2-TZVPD basis).

Positions of all 107 atoms, in Å:
Mg 0.450 0.159 0.260
I -1.020 6.561 -7.271
C -0.632 5.049 -5.768
C 0.466 5.286 -4.911
C 0.595 4.403 -3.872
C -0.246 3.316 -3.599
C -1.294 3.178 -4.469
C -1.539 4.052 -5.549
C -0.070 2.422 -2.504
C 1.137 1.869 -2.234
C 2.295 2.296 -3.100
C 3.389 1.580 -2.651
C 2.904 0.820 -1.515
C 3.783 0.104 -0.664
C 5.276 0.105 -1.101
C 5.967 -0.996 -1.675
C 7.291 -1.024 -2.003
C 7.944 0.218 -1.836
I 10.052 0.297 -2.134
C 7.376 1.289 -1.259
C 6.042 1.304 -0.871
C 3.545 -0.688 0.448
N 2.314 -0.857 1.007
C 2.498 -1.547 2.150
C 1.518 -2.047 2.995
C 1.871 -2.667 4.291
C 2.847 -3.613 4.352
C 3.116 -4.293 5.559
C 2.491 -3.983 6.709
I 3.183 -4.879 8.481
C 1.612 -2.891 6.719
C 1.305 -2.270 5.520
C 0.183 -1.834 2.739
C -0.960 -2.569 3.361
C -2.089 -2.129 2.829
C -1.732 -1.064 1.792
N -0.315 -1.075 1.798
C -3.047 -0.004 0.513
C -2.543 1.030 -0.441
C -3.246 2.066 -0.951
C -2.450 2.748 -1.890
C -1.291 2.010 -1.876
N -1.311 0.936 -0.994
C -4.653 -0.099 0.339
C -5.535 -0.142 1.406
C -6.923 -0.135 1.180
C -7.464 -0.250 -0.080
I -9.451 -0.337 -0.589
C -6.594 -0.295 -1.153
C -5.251 -0.235 -0.910
C 3.954 -1.700 2.392
C 4.581 -1.207 1.275
N 1.622 1.050 -1.259
H 1.100 6.150 -4.953
H 1.367 4.574 -3.188
H -1.909 2.273 -4.521
H -2.270 3.798 -6.300
H 2.202 2.878 -3.967
H 4.368 1.681 -3.031
H 5.340 -1.874 -1.862
H 7.679 -1.839 -2.622
H 7.975 2.172 -1.194
H 5.577 2.190 -0.538
H 3.258 -3.921 3.409
H 3.718 -5.186 5.509
H 1.150 -2.638 7.646
H 0.523 -1.544 5.505
H -0.879 -3.359 4.134
H -3.016 -2.465 3.154
H -4.238 2.421 -0.745
H -2.683 3.663 -2.391
H -5.068 -0.115 2.401
H -7.544 -0.099 2.061
H -6.977 -0.421 -2.230
H -4.642 -0.130 -1.863
H 4.403 -2.296 3.186
H 5.662 -1.329 1.074
Cl -4.062 4.765 4.227
C -2.806 3.724 3.472
C -1.634 4.330 3.087
C -0.710 3.601 2.377
C -0.945 2.244 1.986
O 0.036 1.699 1.293
C -2.186 1.646 2.335
C -2.600 0.283 1.944
N -2.344 -1.233 0.506
C -2.275 -2.090 -0.581
C -3.402 -2.727 -0.912
C -3.492 -3.659 -1.992
C -2.367 -3.999 -2.674
C -1.121 -3.348 -2.336
C 0.013 -3.603 -3.095
C 1.241 -3.054 -2.757
C 1.182 -1.954 -1.870
N 0.056 -1.605 -1.223
C -1.118 -2.316 -1.382
C -3.107 2.440 3.059
H -1.449 5.328 3.420
H 0.323 3.984 2.214
H -3.315 -0.040 2.603
H -4.225 -2.541 -0.191
H -4.405 -4.182 -2.180
H -2.334 -4.742 -3.499
H -0.137 -4.403 -3.835
H 2.160 -3.141 -3.288
H 2.099 -1.379 -1.641
H -4.118 2.069 3.272

Computed properties:
Net charge: -1
HOMO-LUMO gap (spin up / spin down) in Ha: 0.183 / 0.183

Atom charges from the Löwdin analysis, given in e for atoms 1 to 4: number 1, Mg, carries 0.59; number 2, I, carries 0.73; number 3, C, carries -0.66; number 4, C, carries -0.13

---

Entry from the Open Molecules 2025 dataset: a structure of composition C60H40Cl4MgN9O2S (the ωB97M-V functional and the def2-TZVPD basis).

Positions of all 117 atoms, in Å:
Mg -0.691 -0.205 -0.686
Cl 0.750 -7.451 4.275
C -0.107 -6.296 3.341
C -0.244 -4.912 3.707
C -0.772 -4.025 2.819
C -1.207 -4.444 1.515
C -1.209 -5.801 1.211
C -0.666 -6.724 2.127
C -1.549 -3.445 0.497
C -0.967 -3.524 -0.800
C -0.436 -4.683 -1.500
C 0.110 -4.251 -2.690
C 0.018 -2.805 -2.665
C 0.669 -1.902 -3.577
C 1.527 -2.507 -4.664
C 0.920 -3.321 -5.640
C 1.713 -3.925 -6.630
C 3.072 -3.640 -6.664
Cl 4.064 -4.332 -7.846
C 3.649 -2.717 -5.764
C 2.889 -2.133 -4.797
C 0.519 -0.520 -3.593
N -0.195 0.306 -2.734
C -0.366 1.541 -3.373
C -1.173 2.623 -2.840
C -1.082 3.951 -3.408
C -1.138 4.071 -4.805
C -0.899 5.322 -5.363
C -0.779 6.444 -4.564
Cl -0.753 8.012 -5.257
C -0.758 6.339 -3.150
C -0.851 5.105 -2.602
C -2.032 2.526 -1.720
C -2.891 3.589 -1.274
C -3.429 3.178 -0.078
C -3.055 1.765 0.099
N -2.090 1.435 -0.861
C -3.682 0.945 1.035
C -3.367 -0.430 1.184
C -3.984 -1.340 2.126
C -3.404 -2.585 1.950
C -2.466 -2.422 0.834
N -2.440 -1.101 0.415
C -4.707 1.553 1.863
C -5.767 2.238 1.197
C -6.876 2.703 1.865
C -6.907 2.594 3.239
Cl -8.156 3.332 4.157
C -5.903 1.879 3.921
C -4.779 1.396 3.274
C 0.434 1.550 -4.604
C 0.975 0.291 -4.733
N -0.659 -2.373 -1.559
H 0.031 -4.603 4.718
H -0.843 -2.985 3.069
H -1.656 -6.158 0.265
H -0.504 -7.757 1.856
H -0.428 -5.732 -1.119
H 0.497 -4.816 -3.526
H -0.123 -3.531 -5.549
H 1.290 -4.615 -7.321
H 4.695 -2.515 -5.847
H 3.294 -1.378 -4.121
H -1.410 3.191 -5.366
H -0.741 5.443 -6.444
H -0.667 7.245 -2.549
H -0.694 4.975 -1.549
H -3.027 4.534 -1.809
H -3.918 3.750 0.671
H -4.853 -1.128 2.773
H -3.519 -3.456 2.597
H -5.711 2.394 0.122
H -7.702 3.156 1.303
H -6.091 1.749 4.974
H -4.048 0.830 3.781
H 0.615 2.391 -5.268
H 1.531 -0.095 -5.589
N 5.500 -4.594 2.686
C 4.899 -3.513 2.083
C 3.654 -3.693 1.425
C 3.021 -2.644 0.848
C 3.619 -1.403 0.778
C 4.890 -1.206 1.321
C 5.536 -2.268 1.948
S 2.696 -0.080 0.034
O 3.323 1.154 0.533
O 2.684 -0.191 -1.402
N 1.115 -0.121 0.529
C 0.908 0.034 1.844
N 1.916 -0.149 2.708
C 1.639 0.042 4.015
C 0.401 0.525 4.486
C -0.580 0.702 3.472
N -0.357 0.311 2.238
H 4.895 -5.323 3.055
H 6.351 -4.449 3.244
H 3.233 -4.658 1.406
H 2.032 -2.866 0.436
H 5.373 -0.255 1.225
H 6.518 -2.113 2.393
H 2.492 -0.165 4.666
H 0.182 0.733 5.546
H -1.544 1.155 3.686
N 2.700 3.821 0.630
C 2.408 4.259 1.880
C 1.248 5.027 2.183
C 0.967 5.400 3.471
C 1.875 5.148 4.531
C 3.021 4.420 4.256
C 3.285 3.936 2.966
H 2.098 4.196 -0.097
H 2.950 2.830 0.478
H 0.613 5.330 1.317
H 0.004 5.884 3.659
H 1.636 5.450 5.538
H 3.804 4.264 4.980
H 4.108 3.308 2.727

Computed properties:
Net charge: -1
HOMO-LUMO gap (spin up / spin down) in Ha: 0.192 / 0.192

Atom charges from the Löwdin analysis, given in e for atoms 1 to 4: number 1, Mg, carries 0.71; number 2, Cl, carries 0.65; number 3, C, carries -0.68; number 4, C, carries -0.09

---

For the records above, the corresponding largest force on an atom values read 4.214, 4.513, 2.431 eV/A.
For the records above, the corresponding ΔE to the lowest compared entry with this formula, charge and spin values read 184.2, 61.5, 11.1 kcal/mol.